The molecule C29H32N4O4, computed with ωB97M-V with the def2-TZVPD basis set.

## Properties
* energy relative to the best compared isomer or geometry (same formula, charge and spin): 199.01 kJ/mol
* lowest unoccupied orbital energy: 0.64 eV
* SMILES: COc1ccc([C@@H]2[C@@H](C(=O)N3CCN(c4ccccn4)CC3)CCC(=O)N2c2ccc(OC)cc2)cc1

Structure (ORCA input):
```
! RIJCOSX wB97M-V def2-TZVPD def2/J DEFGRID3
* xyz 0 1
C -2.02781 -3.68100 -0.39426
O -1.68391 -2.94891 0.75793
C -0.82705 -1.90182 0.62931
C -0.58820 -1.16257 1.78968
C 0.23278 -0.05535 1.76022
C 0.83594 0.35020 0.57516
C 1.62562 1.63679 0.52096
C 0.73817 2.72629 -0.10654
C -0.43028 2.93861 0.84987
O -0.21790 3.13936 2.03262
N -1.69411 2.91962 0.36171
C -2.14322 2.60568 -0.97370
C -2.56092 1.13885 -1.04388
N -3.55650 0.83394 -0.02977
C -4.28699 -0.31255 -0.22473
C -5.06988 -0.91295 0.77645
C -5.81386 -2.02800 0.45960
C -5.78068 -2.53651 -0.83365
C -4.97846 -1.88271 -1.74804
N -4.25030 -0.81811 -1.46193
C -3.22849 1.28799 1.30804
C -2.78746 2.75457 1.29715
C 1.57030 3.99778 -0.24121
C 2.71033 3.72259 -1.20724
C 3.46933 2.42530 -0.97045
O 4.56294 2.26333 -1.47566
N 2.86285 1.46017 -0.22779
C 3.55382 0.23880 0.00484
C 3.70254 -0.26036 1.29546
C 4.35500 -1.45424 1.50817
C 4.88757 -2.17595 0.43953
O 5.51755 -3.34064 0.76239
C 6.11033 -4.09003 -0.26970
C 4.74382 -1.67496 -0.84854
C 4.07605 -0.48147 -1.05870
C 0.62016 -0.40320 -0.56909
C -0.19584 -1.52280 -0.55075
H -2.49220 -3.03980 -1.15004
H -2.75006 -4.42562 -0.06385
H -1.15690 -4.18669 -0.82335
H -1.06561 -1.47923 2.70389
H 0.38900 0.51860 2.66141
H 1.85094 1.96224 1.54675
H 0.41447 2.38831 -1.09096
H -3.00621 3.24582 -1.18665
H -1.37840 2.81587 -1.71837
H -1.67360 0.50677 -0.90443
H -3.00407 0.90895 -2.01307
H -5.09280 -0.52928 1.78232
H -6.41620 -2.50566 1.21909
H -6.35033 -3.40817 -1.11194
H -4.89712 -2.22608 -2.77253
H -2.41688 0.67898 1.73380
H -4.10768 1.20425 1.94598
H -3.61576 3.40101 0.99451
H -2.43949 3.04393 2.28916
H 1.95200 4.27784 0.74197
H 0.95483 4.82201 -0.60924
H 2.32724 3.66520 -2.23148
H 3.44647 4.52787 -1.19021
H 3.31613 0.28590 2.14098
H 4.47512 -1.84903 2.50444
H 6.57059 -4.94888 0.21655
H 5.36565 -4.44079 -0.99197
H 6.88099 -3.51473 -0.79267
H 5.14341 -2.20225 -1.70016
H 3.97616 -0.10110 -2.06254
H 1.09187 -0.11495 -1.49736
H -0.34481 -2.07705 -1.46350
*
```

***

A cluster of 2 separate species, C29H32NO2 in total, computed with ωB97M-V with the def2-TZVPD basis set.

## Properties
* energy relative to the best compared isomer or geometry (same formula, charge and spin): 104.80 kJ/mol
* lowest unoccupied orbital energy: -5.56 eV

Structure (ORCA input):
```
! RIJCOSX wB97M-V def2-TZVPD def2/J DEFGRID3
* xyz 1 1
C -0.70447 -2.01756 2.38608
C -0.58520 -0.52278 2.80261
C 0.86293 -0.23647 2.65740
C 1.59425 -1.40185 2.57376
N 2.92502 -1.54707 2.68458
C 3.70323 -0.34540 2.95965
C 5.14619 -0.50487 2.53382
O 5.70157 -1.76532 2.91200
C 4.98092 -2.89005 2.41325
C 3.51452 -2.88475 2.80896
C 0.70979 -2.62050 2.39204
H -1.36910 -2.56603 3.05635
H -1.10396 -2.08647 1.36725
H -1.23087 0.12757 2.20494
H -0.91666 -0.41766 3.84888
H 1.27306 0.75549 2.80492
H 3.26321 0.48364 2.39476
H 3.66786 -0.09066 4.03673
H 5.19327 -0.33965 1.44176
H 5.76152 0.22339 3.07235
H 5.03146 -2.95851 1.30851
H 5.48208 -3.74565 2.88264
H 3.42403 -3.26541 3.84529
H 2.98629 -3.58562 2.14746
H 0.82735 -3.36528 3.19764
H 0.91807 -3.14550 1.44415
C -2.56042 7.06053 0.99116
C -1.94732 5.90503 0.26414
C -0.72719 6.09545 -0.40372
C -0.10846 5.03970 -1.03968
C -0.67664 3.72754 -1.01719
C 0.12206 2.68237 -1.53332
C -0.17163 1.29225 -1.63946
C -1.03756 0.57571 -0.76207
C -1.29793 -0.76717 -0.97543
C -0.60092 -1.43833 -1.98467
O -0.78457 -2.81164 -2.16013
C -1.83427 -3.18015 -3.02099
C -1.51664 -3.63657 -4.30475
C -2.55247 -3.91079 -5.19188
C -3.88039 -3.78511 -4.78131
C -4.18060 -3.35139 -3.48800
C -3.15772 -3.03025 -2.60057
C 0.28699 -0.78739 -2.84481
C 0.45793 0.56626 -2.69455
C -2.00766 3.59560 -0.49603
C -2.58062 4.65201 0.20076
H -3.38231 6.73047 1.63264
H -1.80887 7.56043 1.61452
H -2.95172 7.82282 0.30244
H -0.27448 7.09024 -0.40905
H 0.84623 5.17705 -1.55117
H 1.04380 3.00024 -2.02487
H -1.49057 1.07979 0.09250
H -2.04832 -1.30379 -0.39246
H -0.46326 -3.72066 -4.58143
H -2.30619 -4.23407 -6.20329
H -4.68680 -4.02660 -5.46651
H -5.20874 -3.25641 -3.14519
H -3.34260 -2.64995 -1.59302
H 0.78059 -1.35726 -3.63673
H 1.10130 1.11223 -3.38873
H -2.56099 2.66789 -0.64587
H -3.54738 4.52688 0.70097
*
```

***

A structure of composition C29H33As2KN6O5S2, computed with ωB97M-V with the def2-TZVPD basis set.

## Properties
* energy relative to the best compared isomer or geometry (same formula, charge and spin): 77.02 kJ/mol
* lowest unoccupied orbital energy: 4.13 eV

Structure (ORCA input):
```
! RIJCOSX wB97M-V def2-TZVPD def2/J DEFGRID3
* xyz -2 1
K 0.97767 -0.86296 0.99456
N -1.34332 -4.51480 -2.01750
C -0.27630 -3.86400 -1.40778
S 0.07990 -4.27627 0.19888
N 0.35007 -3.05515 -2.24317
N 1.26187 -2.22239 -1.64883
C 2.21242 -1.84210 -2.42744
C 2.39118 -2.36918 -3.81369
C 2.29710 -1.52778 -4.91714
C 2.46548 -2.01954 -6.20464
C 2.73283 -3.36551 -6.40305
C 2.82400 -4.21491 -5.30650
C 2.64929 -3.72228 -4.02338
C 3.20528 -0.84787 -1.93398
C 4.37072 -0.55532 -2.65056
C 5.26368 0.36781 -2.12886
C 4.98950 0.96970 -0.91335
C 3.80887 0.62199 -0.26364
N 2.94535 -0.24497 -0.77186
H -1.56780 -5.41354 -1.62896
H -1.34498 -4.43834 -3.02377
H 2.08575 -0.47670 -4.75762
H 2.38281 -1.34970 -7.05263
H 2.86547 -3.75593 -7.40536
H 3.02275 -5.26992 -5.45468
H 2.69442 -4.38241 -3.16690
H 4.57473 -1.04775 -3.59034
H 6.17217 0.60642 -2.67055
H 5.66277 1.68380 -0.45831
H 3.54776 1.05021 0.70373
O 1.26468 0.71275 4.62007
S 1.99204 0.78903 3.33346
O 3.08440 1.78098 3.36891
O 1.01681 1.19175 2.25664
O 2.51584 -0.55889 2.96055
C 1.17771 3.24095 -2.19763
As 0.55206 2.55859 -0.44036
C 1.67151 3.69587 0.68693
C -1.09794 3.65759 -0.29668
C -1.23635 4.81315 -1.06699
C -2.38132 5.59433 -1.01759
C -3.41732 5.22687 -0.17421
C -3.28625 4.09039 0.60905
C -2.14272 3.29070 0.56650
As -2.00571 1.66928 1.71673
C -3.93373 1.46814 2.13075
C -1.50627 2.57006 3.38216
H 1.45680 4.29642 -2.17714
H 0.41256 3.07255 -2.95608
H 2.06134 2.65805 -2.46546
H 1.55783 4.74305 0.39842
H 2.70876 3.38079 0.57296
H 1.39821 3.51310 1.72299
H -0.43510 5.11901 -1.72837
H -2.45741 6.48168 -1.63655
H -4.32321 5.82112 -0.12321
H -4.10255 3.82439 1.26775
H -4.36445 2.32902 2.64534
H -4.01108 0.60199 2.79135
H -4.49699 1.25195 1.22303
H -1.88464 3.59362 3.38721
H -0.42510 2.51829 3.47837
H -1.95415 2.00743 4.20310
N -5.24124 -4.12568 4.05117
C -4.70963 -3.35894 3.04042
O -5.30524 -3.21698 1.98950
C -3.39656 -2.72733 3.33929
C -2.95437 -2.48012 4.63945
C -1.71950 -1.89269 4.82564
C -0.95577 -1.57233 3.70551
N -1.37137 -1.80672 2.46278
C -2.56161 -2.36481 2.28514
H -6.06409 -4.65146 3.81492
H -4.65140 -4.46458 4.78845
H -3.58167 -2.70903 5.49403
H -1.33664 -1.65903 5.80951
H 0.00409 -1.07308 3.83604
H -2.86467 -2.56185 1.26347
*
```

***

Q: Among the records above, which one has the lowest energy relative to the best compared isomer or geometry (same formula, charge and spin)?
A: C29H33As2KN6O5S2